The following is a quantum chemistry calculation of a molecular structure, C27H48As3N3O3Ru, from OMol25.

```
85
Properties=species:S:1:pos:R:3:lowdin_spin:R:1
Ru -0.08 0.30 -0.14 0.712
C 1.04 0.84 4.38 -0.003
As -0.18 0.43 2.85 -0.007
C -0.36 -1.46 3.34 -0.001
C -1.78 1.17 3.85 0.002
C -3.21 0.99 3.33 0.000
C -3.59 -0.49 3.42 0.000
C -3.39 1.52 1.91 -0.003
As -2.56 0.72 0.25 0.016
C -3.64 1.85 -0.94 0.009
C -3.69 -0.88 0.00 0.000
C -4.10 1.83 4.26 0.000
As -6.10 1.89 4.34 0.000
C -6.43 0.29 5.46 0.000
C -6.86 1.13 2.67 0.000
H 0.67 0.41 5.31 0.000
H 1.16 1.92 4.51 0.000
H 2.02 0.42 4.16 0.000
H -0.88 -1.59 4.29 0.000
H 0.65 -1.85 3.42 0.000
H -0.86 -2.01 2.55 0.001
H -1.58 2.25 3.91 0.000
H -1.73 0.78 4.87 0.000
H -2.92 -1.07 2.80 0.000
H -4.61 -0.65 3.08 0.000
H -3.51 -0.83 4.45 0.000
H -3.01 2.56 1.89 0.000
H -4.46 1.58 1.69 0.000
H -4.70 1.81 -0.67 0.001
H -3.50 1.50 -1.95 0.000
H -3.30 2.89 -0.89 0.000
H -4.73 -0.68 0.29 0.000
H -3.32 -1.74 0.56 0.000
H -3.66 -1.12 -1.06 0.000
H -3.82 2.88 4.11 0.000
H -3.83 1.60 5.30 0.000
H -5.88 0.37 6.39 0.000
H -6.15 -0.64 4.96 0.000
H -7.49 0.24 5.71 0.000
H -6.77 1.84 1.84 0.000
H -7.93 0.97 2.84 0.000
H -6.42 0.18 2.37 0.000
O 1.36 -1.07 0.91 0.029
C 2.43 -1.67 0.48 0.027
C 2.97 -2.69 1.27 0.001
C 4.07 -3.45 0.88 0.038
C 4.67 -3.19 -0.34 0.001
C 4.18 -2.20 -1.15 0.033
C 3.06 -1.38 -0.80 0.006
C 2.63 -0.47 -1.78 0.110
N 1.99 0.77 -1.79 -0.007
C 1.86 1.18 -3.09 0.010
C 2.41 0.26 -3.92 -0.015
N 2.99 -0.73 -3.12 0.048
H 2.46 -2.90 2.20 -0.001
H 4.43 -4.24 1.53 0.003
H 5.54 -3.77 -0.65 -0.001
H 4.71 -1.97 -2.07 0.003
H 1.35 2.08 -3.33 0.000
H 2.48 0.23 -4.99 -0.002
H 3.04 -1.68 -3.44 0.005
N -0.25 -1.87 -1.57 0.016
C -0.52 -1.59 -2.98 0.002
C -1.53 -0.40 -3.10 0.003
O -2.41 -0.48 -3.95 0.002
O -1.34 0.56 -2.31 0.032
H 0.62 -2.39 -1.44 0.000
H -1.02 -2.41 -1.17 0.001
H -0.92 -2.45 -3.53 0.001
H 0.41 -1.27 -3.46 0.000
C 2.83 3.76 0.02 -0.002
C 2.85 2.22 0.10 -0.009
C 2.73 1.84 1.58 0.000
C 4.20 1.73 -0.43 0.001
C 1.66 1.64 -0.69 -0.058
H 3.63 4.18 0.62 -0.001
H 1.88 4.14 0.39 0.000
H 2.96 4.10 -1.01 0.000
H 3.61 2.15 2.14 0.001
H 2.60 0.76 1.67 0.000
H 1.84 2.33 2.00 -0.001
H 5.01 2.28 0.06 0.000
H 4.28 1.90 -1.51 0.000
H 4.33 0.67 -0.24 0.001
H 1.08 2.47 -1.13 0.000
```

## Properties
* maximum force: 2.73 eV Å⁻¹
* charge: -1
* E_LUMO (spin up / spin down): 2.6 / 2.6 eV
* spin multiplicity: 2
* HOMO-LUMO gap (spin up / spin down): 4.60 / 5.55 eV
* <S²>: 0.831

The following is a quantum chemistry calculation of 2 unconnected molecules or ions with the total composition CH6P2, from OMol25.

```
9
Properties=species:S:1:pos:R:3:lowdin_charge:R:1
C -2.11 0.00 0.31 -0.384
P -0.40 0.21 -0.21 0.630
P 3.03 0.34 0.16 0.554
H -2.22 -0.80 1.01 -0.049
H -2.67 0.93 0.67 0.017
H -0.29 -0.91 -1.24 -0.061
H -0.73 1.24 -1.19 -0.095
H 2.14 -0.43 -0.61 -0.315
H 3.25 -0.58 1.09 -0.298
```

## Properties
* maximum force: 2.43 eV Å⁻¹
* E_LUMO (spin up / spin down): -1.0 / -0.4 eV
* HOMO-LUMO gap (spin up / spin down): 7.23 / 8.17 eV

The following is a quantum chemistry calculation of a gas-phase ion, C7H7F3NO2 (charge -1), from OMol25.

```
20
Properties=species:S:1:pos:R:3:lowdin_charge:R:1
C -1.70 1.65 0.26 -0.036
C -0.51 0.88 0.53 -0.134
C -3.81 2.34 -0.74 -0.751
C -0.72 -0.99 -1.00 0.009
C -2.37 1.91 -0.91 -0.084
C 1.31 -0.70 0.20 -0.041
C -1.78 1.75 -2.22 -0.582
N -0.04 -0.22 -0.14 -0.243
O -4.07 2.99 0.27 -0.052
O -4.57 1.92 -1.62 -0.028
F -0.45 1.89 -2.19 0.115
F -1.90 0.63 -2.93 0.096
F -2.18 2.72 -3.15 0.072
H -2.18 2.06 1.21 0.132
H -0.19 1.22 1.56 0.117
H -0.15 -1.83 -1.52 0.091
H -1.74 -0.62 -1.22 0.089
H 1.26 -1.56 0.84 0.078
H 1.61 -1.09 -0.74 0.059
H 2.04 -0.02 0.67 0.096
```

## Properties
* maximum force: 2.92 eV Å⁻¹
* charge: -1
* E_LUMO (spin up / spin down): 3.0 / 3.0 eV
* HOMO-LUMO gap (spin up / spin down): 6.63 / 6.54 eV